Version 1
# C4H15N2O2

3 unconnected molecules or ions with the total composition C4H15N2O2 (ωB97M-V/def2-TZVPD, the Open Molecules 2025 dataset).

Last column: natural (NBO) charge in e.
Positions of all 23 atoms, in Å:
N -1.87706 -1.97698 2.10081  -1.13
C 0.56094 0.73069 0.08317  0.41
C 1.65887 -0.20367 0.40500  -0.57
C 2.99233 0.51206 0.06806  -0.02
O 4.09187 -0.37577 0.00929  -0.69
C -0.59421 0.47403 -0.89827  -0.37
N -1.57092 1.60787 -1.02943  -0.80
H -0.88547 -1.87894 2.03019  0.36
H -2.28380 -2.53002 2.82747  0.40
H -2.45827 -1.73053 1.32182  0.39
H 0.22510 1.05859 1.10347  0.23
H 1.76840 -1.17388 -0.09775  0.30
H 1.57350 -0.40992 1.48364  0.27
H 3.09463 1.40485 0.71276  0.19
H 2.89913 0.82229 -0.97790  0.18
H 4.75237 -0.08073 -0.62445  0.50
H -0.17654 0.22435 -1.87221  0.26
H -1.13594 -0.42594 -0.48409  0.37
H -1.22527 2.17694 -1.81350  0.39
H -1.46703 2.15211 -0.17123  0.38
H -2.78446 0.51477 -1.33752  0.49
H -4.04200 -0.46881 -1.54518  0.50
O -3.11617 -0.42335 -1.29415  -1.01

As for the net charge: +1. As for the frontier orbital gap: 4.557 eV.


Version 2
# C4H15N2O2

3 unconnected molecules or ions with the total composition C4H15N2O2 (ωB97M-V/def2-TZVPD, the Open Molecules 2025 dataset).

Last column: natural (NBO) charge in e.
Positions of all 23 atoms, in Å:
C -0.23868 0.16765 1.33597  -0.22
C -0.01783 1.31026 0.37457  -0.45
C -0.44281 1.00743 -1.05490  -0.27
C 0.63500 -0.20557 -2.80736  0.02
N 0.34433 -0.10723 -1.59259  -0.47
N 0.51497 -1.09785 0.91286  -0.72
H -1.29263 0.00404 1.50516  0.25
H 0.18433 0.28637 2.32694  0.23
H -0.73255 2.06506 0.70159  0.26
H 0.94871 1.80903 0.39387  0.23
H -1.52867 0.92958 -1.16888  0.23
H -0.24459 1.82897 -1.75236  0.22
H 0.14528 0.34658 -3.61567  0.17
H 1.35933 -0.94259 -3.14699  0.17
H -0.00243 -1.95734 1.08400  0.44
H 0.59066 -1.04225 -0.13294  0.48
H 1.44661 -1.15175 1.30945  0.43
H -1.12637 2.49786 3.04556  0.48
H -2.52327 2.09410 3.24828  0.49
O -1.71970 1.76472 2.82297  -0.96
H 1.21931 -2.71340 -1.88416  0.48
H 1.44054 -3.88371 -0.91935  0.49
O 1.04044 -3.00993 -0.98602  -0.97

As for the net charge: +1. As for the frontier orbital gap: 11.091 eV.


Each structure's energy above the most stable one, in eV: version 1 4.194; version 2 0.000.


Version 1
# C4H15N2O2

2 unconnected molecules or ions with the total composition C4H15N2O2 (ωB97M-V/def2-TZVPD, the Open Molecules 2025 dataset).

Last column: natural (NBO) charge in e.
Positions of all 23 atoms, in Å:
N 0.12746 0.40689 1.23160  -0.72
C 0.48613 1.17569 -0.02933  -0.09
C 1.84332 0.69659 -0.55248  -0.08
O 2.63159 0.12315 0.47269  -0.75
C -0.49190 0.95407 -1.21945  -0.25
N -1.44818 -0.04078 -0.90611  -0.67
C -1.51173 -1.26579 -1.78671  -0.43
H 0.26147 0.90476 2.13890  0.45
H 0.62999 -0.49378 1.29822  0.48
H -1.00321 0.31002 1.26439  0.47
H 0.37760 2.32132 0.22855  0.23
H 2.20906 1.59653 -1.10620  0.21
H 1.68551 -0.09347 -1.33476  0.18
H 3.58556 0.04499 0.32375  0.51
H -0.82154 1.98810 -1.69063  0.23
H 0.05672 0.41677 -2.07101  0.21
H -2.33587 0.32651 -0.99801  0.37
H -0.72114 -2.02303 -1.37429  0.20
H -1.44042 -1.05018 -2.85086  0.20
H -2.42249 -1.84963 -1.59795  0.23
H -0.13682 -1.20574 4.13229  0.49
H -1.20900 -1.87427 3.16668  0.50
O -0.35212 -1.36868 3.26074  -0.98

As for the net charge: +1. As for the frontier orbital gap: 10.430 eV.


Version 2
# C4H15N2O2

2 unconnected molecules or ions with the total composition C4H15N2O2 (ωB97M-V/def2-TZVPD, the Open Molecules 2025 dataset).

Last column: natural (NBO) charge in e.
Positions of all 23 atoms, in Å:
N 0.89523 -0.68926 -1.23082  -0.72
C 0.02789 -1.82734 -0.62882  -0.24
C -1.24434 -1.32954 0.00479  -0.26
N -1.51944 -0.16570 -0.88149  -0.66
C -1.48764 1.06369 0.00534  -0.29
C -0.36667 1.31340 0.99777  -0.13
O 0.94735 1.83774 0.53758  -0.76
H 0.61420 0.31306 -1.10811  0.46
H 0.86142 -0.72240 -2.27580  0.45
H 1.82452 -0.81727 -0.75700  0.48
H -0.19204 -2.55956 -1.47577  0.24
H 0.47982 -2.48980 0.17110  0.25
H -2.15651 -2.05013 -0.15365  0.24
H -1.11834 -1.13648 1.01183  0.21
H -2.38080 -0.14281 -1.31714  0.39
H -1.26209 1.81740 -0.76365  0.20
H -2.52252 1.27977 0.54894  0.24
H -0.10578 0.39291 1.63448  0.20
H -0.71078 1.96161 1.81368  0.23
H 0.79599 2.36575 -0.30959  0.49
H 2.30759 0.97948 1.05809  0.49
H 3.49934 0.36510 1.84982  0.49
O 2.81361 0.24038 1.26845  -0.99

As for the net charge: +1. As for the frontier orbital gap: 10.640 eV.


Each structure's energy above the most stable one, in eV: version 1 0.000; version 2 0.611.